(1)
# C25H73NO12PS10

A 11-piece molecular cluster, C25H73NO12PS10 overall (ωB97M-V/def2-TZVPD, OMol25).

Properties
Highest occupied orbital energy in eV: -9.48
Max |F| in eV/A: 0.616
E in eV: -170799.2254
Net charge: +1

Last column: Mulliken charge in e.
Positions of all 122 atoms, in Å:
O1 -2.654 -1.908 4.001  -0.484
P1 -1.452 -2.828 3.349  -0.017
O2 -0.245 -2.626 4.455  -0.478
C1 -0.756 -1.629 2.109  -0.096
C2 0.648 -2.009 1.630  -0.244
C3 1.250 -0.821 0.884  -0.837
C4 0.296 -0.080 -0.088  0.232
C5 -1.214 -0.410 -0.042  0.463
N1 -1.584 -1.556 0.868  0.481
H1 -2.472 -0.963 3.900  0.353
H2 -0.629 -2.436 5.316  0.319
H3 -0.681 -0.608 2.517  0.742
H4 1.237 -2.260 2.515  0.034
H5 0.589 -2.915 1.013  -0.045
H6 2.149 -1.169 0.365  0.337
H7 1.602 -0.100 1.632  0.453
H8 0.623 -0.217 -1.117  -0.381
H9 0.392 0.986 0.131  0.346
H10 -1.806 0.468 0.228  0.168
H11 -1.538 -0.721 -1.041  -0.752
H12 -2.589 -1.531 1.060  0.517
H13 -1.433 -2.450 0.360  0.233
C6 -3.651 4.249 3.510  -0.865
S1 -3.439 2.611 2.824  0.582
O3 -2.384 2.709 1.778  -0.495
C7 -5.011 2.587 1.944  -0.948
H14 -2.757 4.498 4.076  0.162
H15 -3.800 4.951 2.689  0.261
H16 -4.507 4.246 4.185  0.407
H17 -5.043 3.427 1.248  0.296
H18 -5.829 2.645 2.661  0.408
H19 -5.076 1.651 1.391  0.243
C8 -2.069 3.937 -1.641  -1.139
S2 -2.951 5.101 -0.609  0.772
O4 -4.379 5.088 -1.050  -0.724
C9 -2.200 6.584 -1.279  -1.171
H20 -2.426 2.937 -1.398  0.193
H21 -2.268 4.157 -2.691  0.495
H22 -1.000 4.003 -1.435  0.411
H23 -2.399 6.634 -2.350  0.372
H24 -1.128 6.565 -1.086  0.340
H25 -2.638 7.441 -0.778  0.400
C10 0.956 2.943 -5.662  -1.075
S3 0.004 2.720 -4.155  0.651
O5 0.923 3.024 -3.020  -0.629
C11 -0.115 0.940 -4.230  0.117
H26 1.174 4.004 -5.762  0.363
H27 1.885 2.377 -5.588  0.276
H28 0.366 2.607 -6.514  0.360
H29 0.887 0.513 -4.266  -0.240
H30 -0.689 0.643 -5.107  0.503
H31 -0.630 0.593 -3.338  -0.317
C12 0.644 4.988 6.457  -1.007
S4 -0.497 3.698 5.950  0.655
O6 -1.870 4.197 6.237  -0.632
C13 -0.081 2.546 7.265  -0.996
H32 0.508 5.831 5.782  0.309
H33 0.416 5.290 7.479  0.326
H34 1.666 4.617 6.381  0.355
H35 -0.259 3.020 8.230  0.330
H36 0.963 2.249 7.168  0.366
H37 -0.724 1.675 7.156  0.306
C14 1.093 10.615 -0.807  -0.924
S5 -0.087 9.994 0.398  0.466
O7 -1.129 9.256 -0.367  -0.553
C15 -0.790 11.592 0.820  -0.957
H38 1.612 9.758 -1.231  0.308
H39 0.559 11.151 -1.591  0.301
H40 1.808 11.269 -0.308  0.359
H41 -1.190 12.059 -0.079  0.308
H42 -0.020 12.218 1.272  0.376
H43 -1.591 11.420 1.536  0.306
C16 3.685 -3.025 -3.284  -0.941
S6 2.875 -1.871 -2.173  0.727
O8 1.400 -2.057 -2.328  -0.499
C17 3.316 -0.383 -3.078  -1.247
H44 3.493 -4.036 -2.925  0.167
H45 3.279 -2.902 -4.289  0.313
H46 4.757 -2.834 -3.273  0.440
H47 2.935 -0.455 -4.096  0.268
H48 4.401 -0.277 -3.080  0.540
H49 2.866 0.470 -2.571  0.310
C18 -4.734 -1.120 -2.251  -0.950
S7 -3.347 -2.028 -2.952  0.596
O9 -2.207 -1.084 -3.104  -0.610
C19 -4.093 -2.240 -4.570  -1.138
H50 -4.472 -0.832 -1.234  0.115
H51 -4.925 -0.226 -2.845  0.353
H52 -5.612 -1.765 -2.233  0.451
H53 -4.331 -1.263 -4.991  0.349
H54 -4.993 -2.846 -4.470  0.425
H55 -3.371 -2.752 -5.202  0.352
C20 4.126 -5.867 2.484  -0.792
S8 3.358 -4.249 2.349  0.844
O10 4.185 -3.438 1.417  -0.680
C21 3.754 -3.712 4.016  -1.225
H56 4.030 -6.359 1.517  0.036
H57 5.180 -5.748 2.734  0.365
H58 3.611 -6.449 3.249  0.369
H59 4.834 -3.745 4.158  0.428
H60 3.249 -4.359 4.733  0.363
H61 3.396 -2.691 4.130  0.334
C22 1.128 -5.224 -1.006  -0.307
S9 -0.567 -4.959 -1.501  0.442
O11 -1.126 -3.951 -0.538  -0.811
C23 -1.187 -6.553 -0.961  -1.165
H62 1.685 -4.314 -1.219  -0.514
H63 1.165 -5.445 0.062  0.148
H64 1.556 -6.046 -1.580  0.669
H65 -0.986 -6.682 0.103  0.314
H66 -0.699 -7.333 -1.545  0.431
H67 -2.260 -6.575 -1.142  0.383
C24 3.019 -9.464 -1.544  -0.969
S10 4.311 -8.221 -1.655  0.474
O12 3.637 -6.931 -1.986  -0.536
C25 5.036 -8.828 -3.180  -1.033
H68 2.414 -9.236 -0.668  0.294
H69 2.403 -9.428 -2.443  0.293
H70 3.473 -10.447 -1.427  0.434
H71 4.278 -8.836 -3.963  0.300
H72 5.432 -9.830 -3.015  0.406
H73 5.845 -8.154 -3.451  0.328

***

(2)
# C25H74N7O7

A 8-piece molecular cluster, C25H74N7O7 overall in a non-equilibrium geometry (ωB97M-V/def2-TZVPD, OMol25).

Properties
Highest occupied orbital energy in eV: -10.82
Max |F| in eV/A: 9.724
E in eV: -51865.8596
Net charge: +1

Last column: Mulliken charge in e.
Positions of all 113 atoms, in Å:
N1 -0.091 -0.670 0.071  1.360
H1 0.380 -1.317 -0.548  -0.005
H2 0.356 -0.787 0.897  0.086
H3 -1.169 -0.702 0.197  -0.361
H4 0.178 0.072 -0.434  -0.159
C1 -1.743 2.637 -3.093  -1.189
C2 -2.661 2.558 -1.843  0.347
C3 -4.068 2.605 -2.147  -1.028
O1 -4.890 3.031 -0.943  -0.349
C4 -6.289 3.185 -1.012  -0.908
N2 -2.330 1.413 -1.068  0.191
H5 -0.655 2.488 -2.879  -0.163
H6 -1.876 3.722 -3.422  0.449
H7 -2.072 1.905 -3.820  0.367
H8 -2.360 3.467 -1.146  0.283
H9 -4.625 2.066 -2.883  0.543
H10 -4.321 3.645 -2.581  0.589
H11 -6.808 2.546 -1.633  0.311
H12 -6.031 4.032 -1.523  0.429
H13 -6.730 3.332 -0.109  0.282
H14 -3.132 0.801 -1.306  -0.295
H15 -2.505 1.485 -0.057  0.207
C5 3.156 -2.814 -0.774  -1.641
C6 3.978 -1.708 -0.093  0.217
C7 4.972 -1.091 -1.037  -0.402
O2 6.043 -2.060 -1.113  -0.410
C8 7.115 -1.535 -1.912  -0.740
N3 2.965 -0.707 0.254  0.472
H16 3.858 -3.489 -1.014  0.819
H17 2.522 -2.552 -1.673  0.066
H18 2.316 -3.079 -0.125  0.143
H19 4.277 -2.065 0.892  0.486
H20 5.364 -0.180 -0.540  0.315
H21 4.358 -1.036 -1.956  0.405
H22 6.901 -1.163 -2.944  0.284
H23 7.824 -2.277 -2.253  0.330
H24 7.882 -0.922 -1.189  0.227
H25 3.065 0.056 -0.593  -0.156
H26 3.435 -0.061 1.089  -0.029
C9 -2.677 -2.419 2.720  -1.195
C10 -3.109 -0.969 2.708  0.599
C11 -3.640 -0.680 4.178  -0.860
O3 -4.996 -1.044 4.299  -0.353
C12 -5.386 -1.342 5.595  -0.773
N4 -1.914 -0.201 2.448  -0.148
H27 -3.432 -3.053 3.100  0.585
H28 -1.866 -2.664 3.489  0.316
H29 -2.536 -2.734 1.676  -0.129
H30 -3.845 -0.839 1.856  0.106
H31 -3.632 0.493 4.358  0.381
H32 -2.876 -1.036 4.845  0.387
H33 -5.154 -0.388 5.986  0.363
H34 -4.814 -2.198 5.882  0.289
H35 -6.452 -1.508 5.636  0.233
H36 -1.087 -0.372 3.028  -0.131
H37 -2.171 0.735 2.587  0.309
C13 -2.000 -1.984 -4.653  -1.836
C14 -1.623 -1.566 -3.220  1.218
C15 -2.625 -2.015 -2.214  -1.370
O4 -3.637 -1.052 -2.220  -0.507
C16 -4.668 -1.357 -1.365  -0.684
N5 -0.378 -2.301 -2.868  -0.397
H38 -2.856 -1.326 -5.022  0.353
H39 -2.522 -2.915 -4.830  0.381
H40 -1.189 -1.777 -5.346  0.447
H41 -1.417 -0.592 -3.395  -0.531
H42 -2.305 -2.146 -1.268  0.547
H43 -2.817 -2.924 -2.571  0.894
H44 -5.405 -0.631 -1.368  0.306
H45 -4.013 -1.339 -0.301  0.072
H46 -4.934 -2.363 -1.458  0.412
H47 0.460 -2.291 -3.410  0.345
H48 -0.738 -3.396 -2.981  0.309
C17 1.383 3.431 -0.307  -1.532
C18 2.688 3.432 -1.199  0.397
C19 2.440 2.587 -2.459  -1.066
O5 2.122 1.354 -1.987  0.100
C20 1.676 0.481 -3.151  -0.989
N6 2.909 4.871 -1.477  -0.743
H49 1.402 3.977 0.554  0.738
H50 1.251 2.556 0.115  -0.041
H51 0.585 3.576 -0.975  0.393
H52 3.553 3.003 -0.668  0.366
H53 3.422 2.650 -2.898  0.405
H54 1.860 3.203 -3.112  0.509
H55 0.517 0.426 -3.423  -0.070
H56 1.671 -0.540 -2.983  0.000
H57 2.072 0.407 -4.040  0.891
H58 3.796 4.902 -2.121  0.316
H59 3.285 5.059 -0.588  0.349
C21 1.065 2.015 3.951  -1.513
C22 1.899 1.160 3.034  0.833
C23 3.382 1.194 3.438  -1.287
O6 4.108 0.623 2.414  -0.370
C24 5.480 0.833 2.310  -1.136
N7 1.566 -0.190 3.320  -0.461
H60 1.099 3.059 3.585  0.407
H61 1.417 2.145 5.052  0.331
H62 -0.070 1.768 3.775  0.190
H63 1.822 1.299 2.094  0.190
H64 3.542 0.615 4.151  0.590
H65 3.784 2.257 3.607  0.392
H66 5.708 1.845 1.977  0.388
H67 6.081 0.340 1.566  0.346
H68 5.991 0.577 3.204  0.401
H69 1.616 -0.469 4.235  0.282
H70 2.292 -0.826 2.958  0.083
C25 -0.464 -4.586 0.896  -0.758
O7 0.235 -3.477 1.345  -0.297
H71 -1.239 -5.067 1.547  0.333
H72 0.129 -5.297 0.576  0.474
H73 -1.223 -4.332 -0.022  0.054
H74 0.864 -3.446 2.026  0.192

***

What is the highest occupied orbital energy in the second record?
-10.82 eV

***

net charge of number 2 (C25H74N7O7)?
+1